(1)
54
Properties=species:S:1:pos:R:3:mulliken_charge:R:1 method="wB97M-V/def2-TZVPD" homo_ev="-14.73 / -14.73" total_charge=+2 fmax_ev_per_a=1.50 energy_ha=-1612.4490 homo_lumo_gap_ha="0.2332 / 0.2342"
Ir -0.28 0.05 0.00 0.42
C -0.59 0.41 -2.99 -0.92
N -0.80 -0.61 -1.94 0.26
C -2.22 -1.04 -1.95 -0.94
C 0.07 -1.80 -2.13 0.76
C 0.33 -2.34 -3.37 -0.47
C 1.19 -3.43 -3.46 -0.86
C 1.79 -3.96 -2.33 -0.86
C 1.52 -3.43 -1.08 -0.59
C 0.63 -2.37 -0.98 -0.11
N 0.33 -1.67 0.22 0.18
C 0.40 -2.18 1.52 -0.11
C 0.51 -3.53 1.86 -0.52
C 0.56 -3.88 3.19 -0.94
C 0.48 -2.91 4.18 -0.85
C 0.33 -1.57 3.85 -0.61
C 0.26 -1.20 2.53 0.88
N 0.07 0.19 2.10 0.15
C 1.30 0.98 2.38 -0.94
C -1.07 0.82 2.83 -0.85
H -0.96 0.07 -3.96 0.43
H 0.47 0.64 -3.07 0.34
H -1.14 1.31 -2.71 0.29
H -2.47 -1.48 -2.92 0.39
H -2.85 -0.17 -1.79 0.38
H -2.40 -1.77 -1.17 0.32
H -0.12 -1.93 -4.26 0.40
H 1.39 -3.86 -4.43 0.43
H 2.50 -4.77 -2.43 0.44
H 2.04 -3.80 -0.21 0.76
H 0.51 -4.29 1.09 0.77
H 0.65 -4.93 3.47 0.44
H 0.52 -3.20 5.22 0.43
H 0.24 -0.83 4.64 0.44
H 1.51 0.99 3.46 0.41
H 1.15 2.00 2.04 0.44
H 2.15 0.53 1.86 0.34
H -0.83 0.91 3.89 0.40
H -1.96 0.21 2.72 0.31
H -1.24 1.81 2.43 0.32
S -3.32 3.53 -0.10 -0.17
C -2.73 1.95 0.05 -0.29
N -1.44 1.80 -0.09 0.22
C -0.82 3.03 -0.35 0.43
C 0.54 3.24 -0.58 -0.47
C 0.97 4.52 -0.84 -0.92
C 0.07 5.59 -0.87 -0.58
C -1.28 5.40 -0.65 -0.61
C -1.72 4.10 -0.39 0.65
H -3.39 1.12 0.28 0.44
H 1.24 2.41 -0.57 0.44
H 2.02 4.71 -1.02 0.43
H 0.43 6.59 -1.08 0.43
H -1.97 6.23 -0.68 0.46


(2)
14
Properties=species:S:1:pos:R:3:mulliken_charge:R:1 method="wB97M-V/def2-TZVPD" homo_ev=-10.27 total_charge=0 fmax_ev_per_a=3.74 energy_ha=-195.4734 smiles=CC.CO homo_lumo_gap_ha=0.4076
C 1.11 1.12 1.19 -0.65
C 1.95 1.31 -0.17 -0.72
H 0.42 0.28 1.19 0.17
H 0.62 2.08 1.52 0.24
H 1.87 0.93 2.02 0.26
H 1.32 1.38 -1.16 0.19
H 2.52 2.34 -0.23 0.28
H 2.69 0.47 -0.28 0.24
C -2.02 -1.61 -0.30 -0.58
O -0.98 -0.77 -0.67 -0.47
H -1.81 -2.50 0.44 0.21
H -2.69 -1.02 0.33 0.21
H -2.67 -1.92 -1.14 0.32
H -0.73 -0.79 -1.69 0.31


(3)
32
Properties=species:S:1:pos:R:3:mulliken_charge:R:1 method="wB97M-V/def2-TZVPD" homo_ev="-3.17 / -3.18" multiplicity=3 total_charge=-1 fmax_ev_per_a=3.91 energy_ha=-1720.4589 homo_lumo_gap_ha="0.2270 / 0.2276"
C -0.44 1.08 -4.01 -0.24
C 0.98 1.26 -3.80 -0.39
C 1.16 2.11 -2.65 -0.58
C -0.16 2.49 -2.17 -0.45
C -1.14 1.83 -3.00 -0.39
Tm 0.11 0.03 -1.75 0.52
N -1.41 -1.43 -1.96 -0.44
C -0.37 -2.36 -2.41 -0.23
C 1.04 -1.87 -2.63 -0.93
H 2.12 2.33 -2.16 0.33
H 1.78 0.75 -4.36 0.36
H -0.37 3.03 -1.24 0.42
H -2.23 1.87 -2.88 0.32
H -0.90 0.47 -4.80 0.33
H 1.39 -1.80 -3.67 0.21
H -0.31 -3.20 -1.69 0.23
H -2.40 -1.72 -1.90 0.04
H 1.80 -2.11 -1.86 0.22
H -0.73 -2.75 -3.37 0.29
C 0.00 -0.02 0.41 -0.27
C -0.05 -0.09 1.64 -0.07
C -0.04 -0.10 2.99 0.12
C -1.11 0.52 3.66 -0.49
C -1.05 0.62 5.04 -0.42
C 0.05 0.09 5.73 -0.38
C 1.10 -0.55 5.05 -0.42
C 1.07 -0.64 3.66 -0.48
H -1.95 0.92 3.08 0.39
H -1.86 1.12 5.57 0.34
H 0.10 0.18 6.82 0.34
H 1.95 -0.98 5.58 0.34
H 1.87 -1.10 3.08 0.39


(4)
12
Properties=species:S:1:pos:R:3:mulliken_charge:R:1 method="wB97M-V/def2-TZVPD" homo_ev=-9.60 total_charge=0 fmax_ev_per_a=8.47 energy_ha=-360.4841 smiles=COc1ccon1 homo_lumo_gap_ha=0.3869
C 2.18 -0.33 0.09 -0.67
O 1.39 0.72 0.09 -0.31
C 0.22 0.29 -0.16 0.77
C -1.00 1.15 -0.04 -0.41
C -2.00 0.30 0.08 -0.30
O -1.41 -1.07 0.08 -0.28
N 0.04 -0.97 -0.15 -0.34
H 3.12 0.22 -0.53 0.22
H 2.42 -0.66 1.11 0.28
H 1.82 -0.98 -0.74 0.39
H -0.83 2.30 -0.06 0.27
H -3.10 0.23 -0.01 0.37


(5)
43
Properties=species:S:1:pos:R:3:mulliken_charge:R:1 method="wB97M-V/def2-TZVPD" homo_ev="-14.26 / -14.27" multiplicity=4 total_charge=+1 fmax_ev_per_a=5.66 energy_ha=-5004.9185 homo_lumo_gap_ha="0.3036 / 0.3320"
Cr -0.38 -0.74 1.09 -0.19
C 3.62 -0.94 0.15 0.70
F 3.70 -0.95 1.49 -0.20
F 4.82 -0.72 -0.31 -0.20
F 3.20 -2.14 -0.24 -0.23
S 2.37 0.35 -0.61 0.52
O 3.13 1.49 -1.05 -0.47
O 1.65 -0.37 -1.65 -0.52
N 1.16 0.49 0.68 0.33
S 1.79 1.72 1.48 0.93
O 1.02 1.81 2.73 -0.80
O 3.21 1.64 1.68 -0.57
C 1.39 3.39 0.63 0.66
F 2.50 4.08 0.54 -0.21
F 0.91 3.20 -0.59 -0.16
F 0.45 4.02 1.34 -0.20
C -1.09 -1.66 -3.06 0.65
F -0.18 -2.50 -2.57 -0.28
F -0.54 -0.55 -3.49 -0.18
F -1.65 -2.23 -4.11 -0.20
S -2.36 -1.27 -1.59 0.77
O -3.54 -0.78 -2.23 -0.46
O -2.44 -2.54 -0.88 -0.71
N -1.55 -0.21 -0.41 0.53
S -2.29 1.25 -0.53 0.61
O -3.70 1.23 -0.25 -0.57
O -1.52 2.10 0.36 -0.52
C -1.94 2.07 -2.26 0.68
F -0.64 1.90 -2.48 -0.17
F -2.63 1.63 -3.29 -0.17
F -2.10 3.36 -2.08 -0.18
O -1.73 0.18 2.39 -0.15
H -2.63 -0.14 2.56 0.30
H -1.70 1.07 2.78 0.24
O 0.43 -2.30 0.01 -0.16
H 0.75 -2.19 -0.91 0.32
H 0.81 -3.13 0.31 0.25
O 0.88 -1.26 2.62 0.12
H 1.55 -1.85 2.99 0.24
H 0.64 -0.66 3.35 0.30
O -1.55 -2.37 1.62 -0.20
H -1.49 -2.64 2.55 0.28
H -2.31 -2.84 1.26 0.28


(6)
115
Properties=species:S:1:pos:R:3:mulliken_charge:R:1 method="wB97M-V/def2-TZVPD" homo_ev=-7.75 total_charge=-1 fmax_ev_per_a=9.29 energy_ha=-5117.3508 homo_lumo_gap_ha=0.3484
As 8.21 -1.59 12.99 2.02
F 6.96 -1.35 11.70 -0.50
F 7.25 -2.95 13.71 -0.51
F 9.41 -1.78 14.27 -0.48
F 9.06 -0.21 12.25 -0.49
F 7.32 -0.52 14.10 -0.51
F 9.00 -2.85 11.89 -0.53
C 10.26 -8.22 8.90 0.68
O 10.68 -8.97 7.98 -0.72
N 10.24 -8.58 10.14 -0.38
N 10.13 -6.94 8.75 -0.36
H 9.85 -8.02 10.88 0.20
H 10.44 -9.57 10.19 0.21
H 9.93 -6.32 9.51 0.16
H 10.30 -6.57 7.82 0.21
C 8.94 -9.08 15.72 0.68
O 8.06 -9.59 15.14 -0.64
N 9.92 -9.68 16.37 -0.38
N 9.02 -7.81 15.81 -0.39
H 10.00 -10.68 16.36 0.21
H 10.64 -9.08 16.73 0.16
H 9.85 -7.34 16.15 0.16
H 8.24 -7.34 15.37 0.21
C 2.21 3.51 13.02 0.75
O 1.02 3.61 12.87 -0.69
N 3.03 4.44 12.77 -0.36
N 2.81 2.45 13.43 -0.37
H 3.91 4.32 13.24 0.15
H 2.65 5.24 12.29 0.21
H 3.78 2.54 13.71 0.12
H 2.37 1.54 13.48 0.19
C 7.82 5.24 15.43 0.67
O 7.53 6.37 15.74 -0.67
N 7.85 4.26 16.24 -0.41
N 8.22 4.88 14.26 -0.39
H 7.63 3.34 15.91 0.21
H 7.70 4.52 17.21 0.22
H 8.47 5.50 13.50 0.21
H 8.58 3.96 14.06 0.18
C 14.78 -5.05 15.90 0.71
O 13.96 -5.92 16.17 -0.70
N 14.48 -3.83 15.74 -0.36
N 15.93 -5.28 15.54 -0.34
H 13.50 -3.60 15.83 0.20
H 15.25 -3.21 15.54 0.14
H 16.36 -4.47 15.13 0.13
H 16.32 -6.21 15.56 0.22
C 7.08 -3.61 20.38 -1.44
C 6.38 -4.61 21.35 0.29
C 4.79 -4.33 21.31 -0.49
O 4.23 -5.41 22.07 -0.46
C 4.23 -5.35 23.48 -0.73
N 6.71 -5.94 20.96 -0.69
H 8.14 -3.82 20.28 0.36
H 7.02 -2.57 20.71 0.35
H 6.55 -3.73 19.44 0.37
H 6.73 -4.54 22.38 0.31
H 4.25 -4.29 20.37 0.31
H 4.53 -3.47 21.94 0.35
H 3.35 -5.78 23.95 0.27
H 4.44 -4.40 23.97 0.33
H 5.04 -6.04 23.74 0.27
H 6.49 -5.90 19.98 0.30
H 5.94 -6.44 21.38 0.31
C 4.86 5.60 6.79 -1.32
C 4.15 4.27 6.97 0.58
C 3.14 3.88 5.88 -0.75
O 2.30 4.98 5.54 -0.37
C 1.25 5.37 6.47 -0.83
N 5.18 3.25 7.05 -0.74
H 5.46 5.97 7.62 0.37
H 4.05 6.30 6.58 0.29
H 5.51 5.59 5.91 0.36
H 3.48 4.21 7.83 0.23
H 2.49 3.07 6.21 0.34
H 3.69 3.57 5.00 0.40
H 0.28 5.04 6.08 0.31
H 1.18 6.46 6.54 0.31
H 1.23 5.08 7.52 0.34
H 5.86 3.48 7.76 0.24
H 4.83 2.37 7.39 0.25
C 2.46 3.42 18.94 -1.35
C 2.49 2.08 19.69 0.24
C 1.33 1.28 19.03 -0.84
O 1.06 0.02 19.61 -0.31
C 0.06 -0.77 18.92 -0.73
N 3.78 1.50 19.48 -0.62
H 1.45 3.81 19.06 0.39
H 2.66 3.38 17.87 0.27
H 3.07 4.17 19.44 0.37
H 2.17 2.12 20.73 0.37
H 1.67 1.15 18.00 0.34
H 0.36 1.79 18.98 0.44
H 0.38 -1.03 17.91 0.30
H -0.88 -0.23 18.97 0.31
H -0.06 -1.65 19.56 0.23
H 3.68 0.90 18.68 0.28
H 3.92 0.98 20.33 0.29
C 18.25 1.22 17.68 -1.60
C 17.23 1.34 16.60 0.47
C 17.27 2.70 15.89 -0.75
O 16.49 2.73 14.67 -0.39
C 15.07 2.49 14.78 -0.70
N 17.44 0.26 15.68 -0.56
H 18.10 0.32 18.26 0.38
H 18.15 2.02 18.42 0.38
H 19.25 1.18 17.24 0.42
H 16.22 1.18 16.95 0.25
H 18.30 2.75 15.54 0.38
H 17.06 3.52 16.57 0.36
H 14.77 1.44 14.77 0.26
H 14.70 3.01 13.89 0.27
H 14.65 3.07 15.60 0.32
H 18.37 -0.12 15.82 0.25
H 17.38 0.69 14.77 0.25


(7)
11
Properties=species:S:1:pos:R:3:mulliken_charge:R:1 method="wB97M-V/def2-TZVPD" homo_ev=-10.15 total_charge=0 fmax_ev_per_a=5.46 energy_ha=-268.3338 smiles="O=CO.C=C" homo_lumo_gap_ha=0.4030
O 0.24 -2.82 1.73 -0.42
C -0.59 -2.01 1.89 0.25
O -1.45 -1.50 0.95 -0.39
H -0.92 -1.45 2.88 0.25
H -0.98 -1.72 0.14 0.31
C 0.36 1.36 -1.88 -0.47
C 0.91 1.85 -0.74 -0.40
H 0.89 0.95 -2.75 0.24
H -0.71 1.15 -1.93 0.23
H 1.98 1.87 -0.36 0.22
H 0.26 2.31 0.06 0.18


(8)
46
Properties=species:S:1:pos:R:3:mulliken_charge:R:1 method="wB97M-V/def2-TZVPD" homo_ev=-9.40 total_charge=0 fmax_ev_per_a=0.55 energy_ha=-1577.5311 smiles="O=C1C=C(O)C(=O)C=C1O.O=C1C=C(O)C(=O)C=C1O.NC[C@H](O)COC(=O)O" homo_lumo_gap_ha=0.3046
O -1.20 2.76 2.37 -0.61
C -0.22 3.48 2.39 1.00
C -0.24 4.89 2.73 -1.06
C 0.91 5.57 2.72 0.28
O 1.02 6.86 3.00 -0.58
C 2.24 4.92 2.37 1.08
O 3.22 5.65 2.39 -0.64
C 2.27 3.52 2.04 -0.71
C 1.11 2.83 2.04 -0.09
O 1.03 1.55 1.76 -0.21
H -1.19 5.34 2.97 0.43
H 1.97 7.07 2.91 0.39
H 3.21 3.06 1.79 0.50
H 0.08 1.28 1.74 0.19
O -1.06 -1.42 -2.38 -0.40
C -1.94 -1.59 -3.20 0.89
C -1.78 -1.35 -4.63 -1.20
C -2.81 -1.58 -5.45 0.38
O -2.78 -1.40 -6.76 -0.59
C -4.15 -2.07 -4.94 1.14
O -5.01 -2.23 -5.79 -0.65
C -4.31 -2.32 -3.53 -0.94
C -3.28 -2.09 -2.70 0.47
O -3.35 -2.29 -1.40 -0.58
H -0.82 -1.00 -4.98 0.43
H -3.67 -1.64 -7.08 0.38
H -5.27 -2.67 -3.18 0.44
H -2.51 -2.05 -0.96 0.29
N 3.20 -0.36 1.86 -0.47
C 3.47 -1.75 1.52 -1.05
C 2.27 -2.55 1.02 0.38
O 1.73 -2.00 -0.17 -0.48
C 1.11 -2.59 2.03 -0.82
O 0.32 -1.41 1.92 -0.36
C -0.61 -1.24 0.98 0.86
O -0.94 -0.16 0.63 -0.61
O -1.17 -2.37 0.47 -0.56
H 2.43 0.02 1.32 0.30
H 2.95 -0.26 2.84 0.27
H 3.90 -2.26 2.39 0.47
H 4.24 -1.78 0.73 0.34
H 2.59 -3.59 0.85 0.34
H 2.43 -1.72 -0.75 0.32
H 0.52 -3.49 1.92 0.37
H 1.50 -2.57 3.05 0.35
H -1.43 -2.99 1.17 0.33


(9)
57
Properties=species:S:1:pos:R:3:mulliken_charge:R:1 method="wB97M-V/def2-TZVPD" homo_ev=-7.97 total_charge=0 fmax_ev_per_a=1.55 energy_ha=-1539.3472 smiles="COc1ccc(OCCN2CCN(C(=O)c3ccc(OC(F)F)c(OC)c3)CC2)cc1" homo_lumo_gap_ha=0.3169
C -8.38 -3.44 -0.02 -0.82
O -8.05 -2.40 0.87 -0.45
C -7.19 -1.43 0.44 0.72
C -6.91 -0.42 1.37 -0.57
C -6.06 0.61 1.03 -0.52
C -5.47 0.67 -0.23 0.50
O -4.67 1.76 -0.45 -0.46
C -3.95 1.86 -1.66 -1.08
C -2.74 0.91 -1.75 -0.56
N -1.58 1.49 -1.10 0.06
C -0.34 0.83 -1.46 -0.83
C 0.84 1.61 -0.89 -0.64
N 0.72 1.71 0.54 0.16
C 1.50 1.08 1.45 0.16
O 1.24 1.05 2.63 -0.66
C 2.75 0.46 0.91 -0.57
C 2.90 -0.91 0.90 -1.05
C 4.09 -1.48 0.45 -0.83
C 5.13 -0.67 0.04 1.06
O 6.37 -1.13 -0.42 -0.38
C 6.61 -2.43 -0.54 0.44
F 6.52 -3.12 0.63 -0.26
F 5.74 -3.07 -1.38 -0.26
C 5.00 0.73 0.07 1.06
O 6.08 1.43 -0.35 -0.46
C 6.03 2.84 -0.30 -0.90
C 3.81 1.28 0.50 0.19
C -0.54 2.30 0.95 -1.26
C -1.71 1.52 0.35 -0.43
C -5.75 -0.33 -1.15 -0.43
C -6.61 -1.37 -0.81 -0.58
H -7.50 -4.01 -0.32 0.33
H -8.88 -3.05 -0.91 0.33
H -9.06 -4.09 0.52 0.23
H -7.36 -0.47 2.34 0.41
H -5.84 1.39 1.74 0.41
H -3.59 2.89 -1.69 0.40
H -4.61 1.69 -2.52 0.40
H -2.49 0.77 -2.80 0.46
H -3.00 -0.07 -1.31 0.51
H -0.26 0.80 -2.55 0.45
H -0.30 -0.21 -1.08 0.30
H 1.78 1.12 -1.16 0.47
H 0.83 2.63 -1.31 0.24
H 2.10 -1.55 1.23 0.49
H 4.19 -2.55 0.45 0.36
H 7.63 -2.57 -0.94 0.19
H 7.00 3.18 -0.64 0.24
H 5.25 3.24 -0.96 0.36
H 5.85 3.20 0.72 0.36
H 3.67 2.35 0.53 0.47
H -0.58 2.28 2.04 0.48
H -0.57 3.34 0.60 0.33
H -2.65 2.01 0.61 0.49
H -1.72 0.50 0.77 0.27
H -5.32 -0.32 -2.14 0.33
H -6.80 -2.13 -1.55 0.36


(10)
101
Properties=species:S:1:pos:R:3:mulliken_charge:R:1 method="wB97M-V/def2-TZVPD" homo_ev=-9.63 total_charge=0 fmax_ev_per_a=2.78 energy_ha=-28136.4784 smiles="CCCCCC[C@]1(CCOC=O)[C@@H]([C@H](C)CC)[C@@](O)(I)OS(=O)(=O)[C@H]1COO.BrCCBr.BrCCBr.BrCCBr.BrCCBr.BrCCBr" homo_lumo_gap_ha=0.3563
C -3.54 -3.15 0.76 -1.13
C -3.00 -3.65 -0.59 0.17
C -2.48 -2.47 -1.47 -0.94
C -0.94 -2.45 -1.51 0.83
C -0.45 -1.53 -2.64 -1.63
C 1.03 -1.12 -2.74 -2.79
C 1.91 -0.67 -1.55 3.43
C 2.07 -1.60 -0.33 -1.69
C 1.90 -3.12 -0.43 -1.84
O 1.82 -3.64 -1.76 -0.15
C 1.46 -4.93 -1.86 0.02
O 1.30 -5.42 -2.94 -0.56
C 1.63 0.85 -1.16 -0.63
C 0.14 1.27 -1.07 0.88
C -0.03 2.80 -0.90 -2.24
C -0.81 0.51 -0.10 0.78
C -1.59 1.35 0.93 -1.24
C 2.56 1.40 -0.06 -0.97
O 2.72 2.77 -0.21 -0.28
I 1.90 1.10 2.01 0.08
O 3.89 0.84 -0.04 -0.51
S 4.52 0.52 -1.48 1.57
O 5.83 -0.06 -1.30 -0.75
O 4.54 1.72 -2.28 -0.69
C 3.34 -0.59 -2.26 -0.62
C 4.03 -1.91 -2.55 -1.38
O 4.59 -2.49 -1.38 -0.02
O 5.77 -3.19 -1.72 -0.51
H -4.42 -3.71 1.10 0.33
H -2.79 -3.24 1.55 0.37
H -3.83 -2.10 0.73 0.23
H -2.18 -4.36 -0.42 -0.49
H -3.81 -4.15 -1.12 0.37
H -2.87 -1.56 -1.01 0.37
H -2.85 -2.58 -2.49 0.28
H -0.55 -2.20 -0.52 -0.49
H -0.63 -3.47 -1.72 0.65
H -1.15 -0.68 -2.70 0.49
H -0.67 -2.09 -3.56 0.53
H 1.07 -0.28 -3.46 0.46
H 1.53 -1.93 -3.26 0.90
H 1.41 -1.26 0.47 0.57
H 3.07 -1.43 0.08 0.93
H 0.99 -3.40 0.11 0.04
H 2.71 -3.62 0.10 0.59
H 1.30 -5.56 -0.96 0.38
H 1.96 1.39 -2.06 0.91
H -0.25 1.12 -2.08 0.78
H 0.34 3.16 0.05 0.29
H 0.61 3.27 -1.66 0.56
H -1.05 3.11 -1.12 0.55
H -1.59 0.04 -0.70 -0.53
H -0.34 -0.30 0.47 -0.07
H -2.35 1.97 0.45 0.41
H -0.95 1.96 1.57 0.04
H -2.13 0.65 1.58 0.28
H 2.95 3.12 0.66 0.42
H 3.15 -0.12 -3.23 0.94
H 4.86 -1.70 -3.24 0.70
H 3.42 -2.65 -3.07 0.51
H 6.45 -2.50 -1.75 0.33
Br 4.60 5.30 2.74 -0.12
C 3.36 6.35 1.68 0.14
C 2.04 6.51 2.38 -0.51
Br 0.99 4.88 2.30 -0.11
H 3.26 5.85 0.72 0.32
H 3.84 7.31 1.55 -0.44
H 1.44 7.27 1.89 0.36
H 2.14 6.76 3.43 0.37
Br -6.41 -3.21 -1.41 -0.11
C -7.86 -3.53 -0.15 -0.62
C -8.40 -2.23 0.39 -0.59
Br -7.18 -1.44 1.68 -0.10
H -7.45 -4.17 0.63 0.39
H -8.62 -4.07 -0.70 0.35
H -9.33 -2.39 0.92 0.35
H -8.55 -1.49 -0.39 0.38
Br 4.49 9.03 -0.87 -0.13
C 5.24 10.52 0.13 -0.56
C 5.93 10.05 1.38 -0.61
Br 4.66 9.57 2.78 -0.12
H 4.42 11.20 0.34 0.36
H 5.95 10.99 -0.54 0.34
H 6.53 10.86 1.81 0.36
H 6.56 9.18 1.22 0.37
Br -4.19 -0.58 3.39 -0.17
C -4.77 1.27 3.16 -0.56
C -4.27 2.15 4.27 -0.64
Br -5.28 1.89 5.91 -0.17
H -5.86 1.25 3.09 0.48
H -4.36 1.58 2.20 0.24
H -4.41 3.20 4.01 0.42
H -3.23 1.97 4.50 0.37
Br -3.34 -7.46 -0.09 -0.13
C -1.55 -8.02 0.42 -0.61
C -1.01 -7.20 1.55 -0.66
Br -0.46 -5.43 0.94 0.04
H -0.93 -7.96 -0.48 0.34
H -1.64 -9.06 0.72 0.38
H -0.11 -7.65 1.97 0.38
H -1.74 -7.04 2.34 0.39